# C4H10NP

One molecule with the formula C4H10NP at a distorted geometry (wB97M-V/def2-TZVPD, OMol25).

## Properties
**SMILES**: [H]/N=C/CP(C)C
**LUMO level**: 1.17 eV
**HOMO-LUMO gap**: 9.67 eV
**Largest force on an atom**: 4.72 eV/A
**HOMO level**: -8.50 eV
**Molecular weight**: 103.10 g mol⁻¹
**Relative energy (zero: lowest compared OMol25 entry of this formula, charge and spin)**: 77.3 kJ/mol

Last columns: bonded neighbours and bond lengths (Å).
Geometry (Å):
1 H 3.8655 -0.0787 0.9241  N2 1.042
2 N 2.9881 -0.1348 0.3656  H1 1.042, C3 1.221
3 C 2.0547 0.6040 0.6362  N2 1.221, C4 1.576, H8 1.171
4 C 0.7057 0.6495 -0.1777  C3 1.576, P5 1.895, H9 1.193, H10 1.100
5 P -0.8506 0.0316 0.7105  C4 1.895, C6 1.893, C7 1.827
6 C -0.8585 -1.7407 0.0462  P5 1.893, H11 1.043, H12 1.096, H13 1.159
7 C -2.1115 0.7954 -0.3685  P5 1.827, H14 1.107, H15 1.062, H16 1.156
8 H 1.9578 1.1968 1.6419  C3 1.171
9 H 0.7359 1.8231 -0.3894  C4 1.193
10 H 0.7646 0.2202 -1.1889  C4 1.100
11 H -0.3374 -1.6014 -0.8468  C6 1.043
12 H -1.8819 -2.1286 -0.0165  C6 1.096
13 H -0.1247 -2.4386 0.6093  C6 1.159
14 H -2.0207 1.8990 -0.3801  C7 1.107
15 H -3.0680 0.4064 -0.1197  C7 1.062
16 H -1.8188 0.4968 -1.4461  C7 1.156

Atom charges from the Mulliken analysis, given in e for atoms 1 to 5: atom 1 (H): 0.263, atom 2 (N): -0.552, atom 3 (C): -0.060, atom 4 (C): -0.740, atom 5 (P): 0.163